# 1
DFT (wB97M-V/def2-TZVPD) results for a molecular structure, C14H12Br2CrN3O4.

Geometry as XYZ:
```
36
Properties=species:S:1:pos:R:3
Cr 0.32365 1.35141 -0.51893
N 2.42333 1.45727 -0.03851
C 2.48260 0.98823 1.37169
C 1.33541 1.67866 2.09628
O 1.47726 2.15455 3.20040
N 0.21130 1.73184 1.31109
C -0.66634 2.88864 1.47375
C -0.42711 3.82317 0.27545
O -0.83537 4.94580 0.22140
O 0.26933 3.21710 -0.70314
H 3.16385 1.04693 -0.59500
H 2.56833 2.46579 -0.05831
H 3.42068 1.22431 1.86788
H 2.32643 -0.09140 1.38812
H -0.48775 3.41632 2.40800
H -1.71189 2.58221 1.42397
C 2.52784 -1.36919 -1.31619
C 1.10800 -1.71676 -0.97391
C 0.75463 -3.07632 -0.85691
C -0.53638 -3.44121 -0.61385
C -1.53616 -2.45493 -0.52347
C -2.92275 -2.69290 -0.35036
Br -3.56687 -4.45797 -0.12576
C -3.80239 -1.65389 -0.34520
C -3.35766 -0.32587 -0.51768
Br -4.60723 1.07364 -0.53836
C -2.02608 -0.02801 -0.67618
O -1.54201 1.17350 -0.87672
C -1.11500 -1.12364 -0.65321
N 0.20365 -0.76380 -0.82201
H 2.99930 -2.20689 -1.82595
H 3.12045 -1.16266 -0.42404
H 2.56250 -0.50495 -1.97705
H 1.52731 -3.82425 -0.97143
H -0.80558 -4.48514 -0.52031
H -4.85930 -1.83958 -0.21555
```

Properties
- Orbital gap (alpha / beta): 7.03 / 7.12 eV
- Electronic energy: -195880.9532 eV
- E_HOMO (alpha / beta): -8.263 / -8.207 eV
- Lowest unoccupied orbital energy (alpha / beta): -0.04527 / -0.03981 Ha
- Spin multiplicity: 2

For reference, the Löwdin charges in units of e are: 0.93, -0.02, -0.12, -0.50, 0.09, -0.07, -0.09, -0.56, 0.11, -0.15, 0.08, 0.11, 0.13, 0.11, 0.13, 0.13, -0.02, -0.28, 0.00, 0.00, -0.18, -0.63, 0.78, -0.15, -0.60, 0.82, -0.39, -0.17, -0.12, 0.08, 0.09, 0.08, 0.08, 0.12, 0.09, 0.10

***

# 2
DFT (wB97M-V/def2-TZVPD) results for 3 unconnected molecules or ions with the total composition C4H10O3 in a non-equilibrium geometry.

Geometry as XYZ:
```
17
Properties=species:S:1:pos:R:3
C 1.32171 -0.08760 -1.24083
C 0.15715 0.33964 -1.78141
C -0.77683 1.28101 -1.14798
C -0.57884 2.03597 -0.06371
O 0.63130 2.21666 0.55324
H 1.92377 -0.65634 -1.94390
H 1.62865 0.06568 -0.22538
H -0.26909 -0.27724 -2.57128
H -1.71638 1.42693 -1.68229
H -1.32727 2.73424 0.27438
H 0.89660 1.48622 1.11785
H 0.22045 -1.01688 2.48314
H -0.93164 -0.04564 2.18382
O 0.04152 -0.10854 2.14554
H -0.65454 -2.44612 0.52282
H -0.03638 -3.56305 1.10131
O -0.53019 -3.38495 0.27466
```

Properties
- Total charge: -1
- Orbital gap (alpha / beta): 3.17 / 7.45 eV
- Electronic energy: -10449.9314 eV
- E_HOMO (alpha / beta): 0.456 / -3.751 eV
- Energy relative to the best compared isomer or geometry (same formula, charge and spin): 1.2846 eV
- Lowest unoccupied orbital energy (alpha / beta): 0.13321 / 0.13595 Ha
- Spin multiplicity: 2

For reference, the Löwdin charges in units of e are: -0.09, -0.26, -0.19, -0.30, -0.09, 0.01, -0.01, 0.06, 0.07, 0.06, 0.03, 0.01, 0.02, -0.17, 0.00, 0.00, -0.15